# 1
ORCA calculation (the ωB97M-V functional and the def2-TZVPD basis) on a single C10H18OSi molecule.

The geometry in XYZ format:
```
30
Properties=species:S:1:pos:R:3:forces:R:3:nbo_charge:R:1
C -1.80507 1.11396 2.79186 -1.2 2.8 -1.7 -0.42
C 2.28938 0.28143 2.05736 -1.6 0.3 3.8 -0.36
C -1.02579 1.35853 1.71409 1.1 -0.6 1.7 -0.17
C 0.96697 0.26721 2.27618 1.7 -1.1 -2.6 -0.19
C -1.89632 -0.89586 -0.13513 0.8 3.8 -1.9 -0.40
C -0.91903 -1.02339 1.02030 0.8 -0.7 -1.1 -0.44
C -1.28730 -1.05915 -1.54041 0.3 -1.8 -1.9 -0.89
C -0.11016 0.25818 1.19742 -1.3 0.7 -1.8 0.22
C 0.65744 1.30273 -3.00032 0.7 -1.5 -0.9 -1.12
C 2.03777 -1.07460 -1.83568 -3.4 0.2 1.7 -1.08
O 0.28280 0.68466 -0.20277 0.6 0.6 3.0 -0.95
Si 0.32761 -0.02566 -1.66331 1.3 -1.8 -0.6 1.86
H -2.34194 1.99904 3.27630 0.8 -1.5 -0.5 0.21
H -2.20315 0.12402 2.90880 0.0 -0.2 0.7 0.19
H 3.04258 0.35111 2.86366 -0.7 -0.3 -0.3 0.20
H 2.66771 0.25315 1.13109 1.2 0.3 -3.5 0.19
H -0.53455 2.28692 1.44260 -0.8 0.6 0.2 0.22
H 0.51329 0.10049 3.20116 -0.3 0.2 1.6 0.21
H -2.66172 -1.56548 -0.07894 -2.2 -1.8 0.6 0.21
H -2.33488 0.14636 -0.25329 0.2 -1.1 1.1 0.21
H -1.48263 -1.32573 1.90867 0.7 -0.2 -0.1 0.22
H -0.19762 -1.78228 0.64204 -0.4 -0.1 1.0 0.22
H -1.16980 -2.20585 -1.72862 0.3 1.9 0.1 0.23
H -1.97118 -0.75178 -2.40430 0.4 -0.2 1.4 0.24
H 1.73319 1.62227 -2.94761 -0.8 -0.6 -0.2 0.24
H 0.37485 0.99676 -4.05873 0.7 -0.1 1.2 0.24
H 0.12845 2.18712 -2.90574 -1.3 1.9 0.7 0.23
H 2.40146 -0.72620 -2.72060 1.7 1.5 -2.2 0.22
H 2.54169 -0.76545 -0.92836 0.7 -0.3 -0.1 0.23
H 1.97596 -2.13252 -2.02776 -0.2 -0.6 0.7 0.23
```
Positions in Å, forces in eV/Å.

Kohn-Sham gap	0.372	Ha
HOMO level	-9.27	eV
lowest unoccupied orbital energy	0.852	eV
ΔE to the lowest compared entry with this formula, charge and spin	52.1	kcal/mol


# 2
ORCA calculation (the ωB97M-V functional and the def2-TZVPD basis) on a molecular structure, C10H19B2BaF8O8.

The geometry in XYZ format:
```
48
Properties=species:S:1:pos:R:3:forces:R:3:lowdin_charge:R:1
Ba 0.05834 0.37757 -0.53345 -2.5 -2.3 -0.8 2.15
B -2.87373 2.27289 -1.63565 -0.6 -1.2 0.6 -1.31
F -1.57224 2.03464 -2.05483 1.2 0.4 -1.1 0.02
F -3.69955 1.24113 -2.03193 -0.1 0.3 0.2 0.15
F -2.68706 2.26027 -0.20511 -0.5 0.4 0.6 0.02
F -3.40512 3.48800 -2.06728 0.2 0.6 0.0 0.09
B 2.93652 1.43876 -1.39773 1.1 0.3 0.5 -1.38
F 2.53132 0.93091 -0.15463 0.5 -1.0 1.1 -0.04
F 1.75132 1.66349 -2.06957 -0.2 0.4 -1.2 0.02
F 3.59117 2.62257 -1.08578 0.4 1.1 -0.3 0.11
F 3.83240 0.60002 -2.04732 -0.3 -0.2 -0.2 0.13
C -3.98200 -0.98871 1.33713 0.1 -0.4 -1.1 -0.04
C -3.29719 -1.35632 -0.01061 0.6 -1.0 -2.6 -0.74
O -3.98294 -1.64663 -1.02778 -0.8 0.3 2.1 -0.07
O -2.03604 -1.40045 -0.06670 0.5 0.9 1.7 -0.21
H -3.94269 0.09760 1.41920 -0.3 0.0 0.1 0.06
H -3.48089 -1.45096 2.18881 0.1 0.0 0.0 0.03
H -4.98105 -1.40497 1.20228 -0.3 0.4 0.5 0.05
C 0.71870 -0.54910 -4.52389 1.2 -1.0 0.3 -0.05
C -0.70647 -0.80347 -4.02326 -1.7 0.1 0.1 -0.76
O -1.61904 -0.72046 -4.88151 0.6 -0.1 -0.6 -0.10
O -0.91204 -1.05457 -2.80423 1.5 0.6 -0.3 -0.16
H 0.81523 0.12722 -5.37320 -0.2 0.5 0.4 0.05
H 1.21026 -1.45488 -4.90916 -0.6 -0.4 -0.1 0.05
H 1.40022 -0.36465 -3.68902 -0.1 0.8 -0.1 0.04
C 3.34598 -2.84473 -0.26798 0.5 -1.1 0.5 -0.04
C 1.85317 -3.08492 -0.25147 -3.0 0.1 -0.1 -0.76
O 1.30746 -4.20465 -0.38305 1.7 -0.3 0.3 -0.07
O 1.13782 -2.03322 -0.17518 1.1 0.6 0.4 -0.25
H 3.68746 -2.27365 0.59722 -0.3 0.8 -0.4 0.06
H 3.53034 -2.39384 -1.24164 0.5 0.3 0.3 0.07
H 3.91800 -3.76711 -0.11685 -0.2 -0.3 -0.6 0.05
C -0.51555 -1.59576 2.80463 -0.6 -1.5 0.7 -0.14
O -0.24664 -0.29577 2.43011 0.7 2.0 -1.6 -0.25
C 0.62142 0.44383 3.28429 -0.1 -1.1 1.2 -0.17
C 1.51163 1.55650 2.59145 -1.5 -1.6 0.8 -0.16
O 0.73124 2.13861 1.58334 0.4 0.1 -0.7 -0.31
C 0.10303 3.34835 1.84279 -0.2 1.5 0.0 -0.11
H 0.32211 -2.28920 2.66376 0.4 0.3 0.4 0.10
H -1.28875 -2.09417 2.21701 0.0 0.9 -0.7 0.08
H -0.95478 -1.58803 3.81645 0.5 -0.2 0.3 0.08
H 1.23197 -0.31551 3.79307 0.7 0.2 -0.2 0.11
H -0.00247 0.75767 4.13405 -0.1 0.9 -0.2 0.11
H 2.37786 1.01567 2.21420 -0.1 0.3 -0.8 0.12
H 1.89027 2.30682 3.29000 -0.3 0.0 0.3 0.12
H -0.67242 3.32503 2.61387 0.1 -0.3 0.1 0.10
H -0.36259 3.76203 0.94610 -0.2 -0.8 -0.2 0.10
H 0.80598 4.16614 2.05907 0.4 -0.3 0.5 0.08
```
Positions in Å, forces in eV/Å.

Kohn-Sham gap	0.175	Ha
net charge	-3
HOMO level	0.98	eV
lowest unoccupied orbital energy	5.735	eV
ΔE to the lowest compared entry with this formula, charge and spin	27.1	kcal/mol


# 3
ORCA calculation (the ωB97M-V functional and the def2-TZVPD basis) on 4 unconnected molecules or ions with the total composition C10H19BrF4N3OP3S2.

The geometry in XYZ format:
```
43
Properties=species:S:1:pos:R:3:forces:R:3:nbo_charge:R:1
C 3.51559 0.55012 0.43247 -0.7 -0.9 -0.2 -0.64
C 2.27834 0.89484 1.46345 1.0 -0.6 0.9 -0.46
C 1.08276 -0.19443 1.20834 1.3 -0.5 1.8 -0.13
F 0.70274 -0.73505 2.56665 0.9 1.1 -2.2 -0.40
P -0.50412 0.50000 0.40844 0.5 -1.0 0.5 0.61
S 0.54771 1.68651 -1.03332 1.8 1.1 -1.8 -0.35
P -1.29702 -0.67203 -1.30816 -0.3 -1.0 -2.2 0.50
S -2.75646 0.22182 -2.23299 0.0 0.0 0.3 -0.52
P -1.65239 -0.77200 1.81852 -1.0 -1.1 3.0 0.71
O -2.06082 0.15907 3.27479 -1.0 -1.6 -2.1 -0.97
Br -3.66886 -1.36130 0.95440 0.0 0.6 0.2 -0.25
C -1.45171 2.07675 0.92705 -1.9 4.7 -0.2 0.73
F -0.93065 2.72121 2.17167 -2.0 -2.2 -3.9 -0.33
F -1.25135 3.10583 -0.16044 -1.4 -2.2 3.6 -0.37
F -2.94860 1.87876 0.98118 5.3 0.8 0.2 -0.33
H 4.05397 1.48790 -0.01584 -1.0 -1.8 1.1 0.23
H 4.24014 -0.18978 1.01035 -1.3 1.8 -1.4 0.22
H 3.04891 -0.10125 -0.45242 1.3 1.7 1.8 0.21
H 1.94504 2.01608 1.47281 0.5 -2.3 -0.3 0.25
H 2.70130 0.67352 2.55760 -1.2 0.4 -2.3 0.25
H 1.44932 -1.14709 0.59797 -0.8 2.2 1.2 0.30
H 1.56371 0.95505 -1.68178 -1.2 0.0 1.2 0.16
H -0.17571 -0.71053 -2.25776 -0.5 -0.2 1.4 0.02
H -1.55217 -2.05646 -0.96375 0.3 0.8 0.1 0.04
H -2.97284 -0.17116 3.53235 1.5 0.6 -0.3 0.50
C -4.84873 -5.57428 0.20821 0.9 0.4 -0.8 -0.71
C -3.76017 -5.05325 -0.71588 6.0 2.9 -5.1 0.30
N -2.85719 -4.62102 -1.48260 -7.2 -3.4 6.2 -0.36
H -5.69114 -4.87733 0.22211 0.2 0.0 -0.1 0.26
H -5.19907 -6.54943 -0.14111 0.1 0.2 0.0 0.25
H -4.45684 -5.67954 1.22367 0.0 0.1 -0.2 0.26
C 5.05512 -2.91910 -1.65920 -1.1 0.2 0.7 -0.72
C 3.77632 -2.71254 -0.86399 -7.1 1.0 4.4 0.35
N 2.71542 -2.54131 -0.20426 8.6 -1.6 -5.5 -0.40
H 5.84699 -3.28926 -1.00230 -0.2 0.1 0.0 0.26
H 4.88462 -3.64743 -2.45679 -0.1 0.1 0.2 0.26
H 5.37467 -1.97248 -2.10375 -0.2 -0.1 0.1 0.26
C -1.17102 6.25496 -0.72681 0.9 0.4 -0.8 -0.71
C -0.08246 6.77599 -1.65089 6.0 2.9 -5.1 0.29
N 0.82053 7.20822 -2.41762 -7.2 -3.5 6.2 -0.35
H -2.01343 6.95192 -0.71290 0.2 0.0 -0.1 0.25
H -1.52136 5.27981 -1.07612 0.2 0.2 0.0 0.27
H -0.77912 6.14970 0.28865 0.0 0.0 -0.2 0.25
```
Positions in Å, forces in eV/Å.

Kohn-Sham gap	0.282	Ha
HOMO level	-8.01	eV
lowest unoccupied orbital energy	-0.333	eV


# 4
ORCA calculation (the ωB97M-V functional and the def2-TZVPD basis) on a molecular structure, C10H19DyN2.

The geometry in XYZ format:
```
32
Properties=species:S:1:pos:R:3:forces:R:3:mulliken_spin:R:1
C -2.28760 1.01559 -1.17544 -0.8 3.3 -0.8 0.01
C -1.45610 2.12388 -1.29569 -3.2 -0.4 -0.2 -0.01
H -2.87025 0.79809 -0.27223 0.6 0.0 0.1 0.00
H -2.67080 0.48412 -2.05168 0.5 0.1 0.0 0.00
H -1.11134 2.50203 -2.26202 0.1 -0.5 0.0 0.00
H -1.23099 2.80881 -0.46760 -0.2 -0.4 -0.1 0.00
Dy 0.04582 0.27095 -0.76726 2.5 -1.7 2.2 5.01
C 0.02436 -1.58181 -2.50942 0.8 0.4 -0.4 -0.04
C -0.12418 -0.35058 -3.22862 0.6 -0.1 0.0 0.01
C 1.97510 -0.33946 -2.23380 -0.6 -0.4 -0.5 -0.02
C 1.32798 -1.58030 -1.90378 -0.1 0.5 -1.0 0.02
H -0.96129 -0.08702 -3.88540 0.4 -0.1 0.4 0.00
H 1.29471 1.38654 -3.52710 -0.1 -0.4 0.3 0.00
H 3.00525 -0.06763 -1.99633 -0.4 0.0 0.0 0.00
C 1.06662 0.43035 -3.04107 0.1 -0.9 -0.3 0.00
H 1.78119 -2.42771 -1.38977 -0.1 0.3 -0.1 0.00
H -0.64719 -2.43968 -2.57040 0.1 0.4 0.2 0.00
N 1.02930 -0.99893 1.07535 0.6 -0.3 -0.6 0.00
C 0.17889 -1.50179 2.20681 0.3 -0.1 -0.3 0.00
C 0.15175 -0.48528 3.34379 -0.2 -0.1 0.4 0.00
C 0.18354 0.96476 2.86315 -0.4 0.8 -0.3 0.00
N -0.53338 1.10531 1.54621 -1.2 -0.2 -1.0 0.01
H 1.77454 -0.38657 1.42837 -0.1 -0.4 0.1 0.00
H 1.51058 -1.75259 0.57255 -0.2 0.1 0.7 0.00
H -0.83249 -1.68002 1.81309 0.2 0.0 0.1 0.00
H 0.57477 -2.46626 2.54330 -0.2 0.2 0.0 0.00
H -0.76059 -0.64227 3.93467 0.1 0.0 -0.2 0.00
H 0.96550 -0.67072 4.05663 0.0 0.2 -0.3 0.00
H -0.33414 1.62006 3.57059 0.3 -0.2 0.1 0.00
H 1.19513 1.37710 2.73221 -0.3 -0.3 0.0 0.00
H -0.86680 2.05647 1.34449 0.2 -0.3 0.9 0.00
H -1.39788 0.51454 1.54639 0.7 0.8 0.6 0.00
```
Positions in Å, forces in eV/Å.

Kohn-Sham gap (alpha / beta)	0.270 / 0.275	Ha
net charge	+2
multiplicity	6
⟨S²⟩	9.3541
HOMO level (alpha / beta)	-16.53 / -16.50	eV
lowest unoccupied orbital energy (alpha / beta)	-9.186 / -9.015	eV
ΔE to the lowest compared entry with this formula, charge and spin	0.7	kcal/mol


# 5
ORCA calculation (the ωB97M-V functional and the def2-TZVPD basis) on a molecular structure, C10H19F.

The geometry in XYZ format:
```
30
Properties=species:S:1:pos:R:3:forces:R:3:nbo_charge:R:1
C 0.07663 -1.90965 -0.58476 1.6 1.5 -0.7 -0.47
C 0.24822 -1.82542 0.88562 0.2 2.5 -1.9 -0.46
C 0.11751 -0.52011 0.13130 -4.6 -0.3 -0.7 0.06
C 0.94134 1.58558 -0.91740 -1.7 0.0 -2.0 -0.62
C 2.56444 -0.17480 -0.28216 -0.6 0.9 -1.8 -0.60
C 1.49534 1.06663 1.44326 -0.4 2.0 -3.1 -0.58
C -2.64469 -0.76271 0.77714 0.6 4.0 0.1 -0.69
C -2.04765 0.65149 -1.35820 -0.1 -1.8 2.2 -0.69
C 1.24325 0.48767 -0.00084 0.4 -0.5 3.1 -0.10
C -1.72204 0.26895 0.10212 3.5 -0.9 -0.3 0.47
F -1.64309 1.50211 0.84748 -0.4 -1.7 -0.4 -0.41
H 1.08486 -2.02976 -1.00692 -1.0 -0.6 -0.8 0.21
H -0.84655 -2.27361 -1.10721 1.2 0.2 0.8 0.23
H -0.52141 -2.19320 1.39859 -3.1 -1.0 2.3 0.21
H 1.13667 -1.91067 1.40120 2.1 -0.8 0.5 0.21
H 1.32455 2.54575 -0.83573 1.5 1.7 1.3 0.22
H -0.10276 1.76789 -0.89408 -0.9 0.3 0.2 0.22
H 1.11760 1.44462 -1.96755 0.3 -1.0 -0.8 0.20
H 3.24340 0.68295 -0.34449 0.5 -0.6 -0.1 0.22
H 2.78722 -0.82619 0.52416 0.7 -0.8 0.4 0.20
H 2.45160 -0.66461 -1.25740 0.8 -0.1 0.2 0.20
H 2.16973 1.92396 1.31503 -0.4 0.1 0.2 0.20
H 2.02526 0.39172 1.97412 1.4 -2.4 2.0 0.19
H 0.60193 1.32645 1.92695 -1.2 0.6 0.7 0.22
H -2.19914 -0.89299 1.72261 0.3 -1.2 1.1 0.23
H -2.89739 -1.54814 0.15436 0.2 -2.0 -1.0 0.22
H -3.58858 -0.28304 0.98824 -0.5 0.5 0.0 0.22
H -1.30629 0.33790 -2.03027 1.1 -0.4 -0.9 0.23
H -2.94332 0.15342 -1.62293 -1.2 -0.3 -0.4 0.21
H -2.16665 1.67783 -1.38224 -0.4 2.1 -0.3 0.23
```
Positions in Å, forces in eV/Å.

Kohn-Sham gap	0.369	Ha
HOMO level	-9.11	eV
lowest unoccupied orbital energy	0.923	eV
ΔE to the lowest compared entry with this formula, charge and spin	27.0	kcal/mol


# 6
ORCA calculation (the ωB97M-V functional and the def2-TZVPD basis) on a molecular structure, C10H19F9FeO11P2SSi.

The geometry in XYZ format:
```
54
Properties=species:S:1:pos:R:3:forces:R:3:nbo_charge:R:1
Fe -0.00628 -0.02104 -0.33195 -0.1 -0.1 0.4 1.61
C -0.94767 -3.56005 2.69286 -0.1 0.1 0.0 -0.63
C -1.58146 -2.24266 2.28265 0.2 0.3 -0.2 -0.47
O -2.86353 -2.09365 2.88708 0.1 -0.2 0.0 -0.71
P -0.51925 -0.80305 2.74309 0.2 0.0 0.3 2.37
O -0.08200 -1.16215 4.24362 0.0 0.0 -0.1 -0.98
O -1.37745 0.49000 2.87185 -0.1 0.2 0.0 -1.04
O 0.65187 -0.61468 1.83665 -0.2 0.0 -0.2 -1.16
P -1.68499 -2.02762 0.45534 -0.4 -0.3 -0.1 2.33
O -2.79839 -3.09788 0.01817 0.2 0.0 -0.1 -0.99
O -2.17054 -0.61064 0.30195 0.2 0.1 -0.2 -1.20
O -0.37622 -2.27836 -0.23505 0.2 0.3 -0.1 -1.15
H -0.80153 -3.59412 3.77153 0.0 0.0 0.0 0.22
H 0.01333 -3.67073 2.18795 0.0 0.0 0.0 0.24
H -1.60349 -4.37656 2.38942 0.0 0.0 0.0 0.23
H -3.30746 -1.35503 2.44741 0.1 0.1 0.0 0.49
H 0.51212 -0.47596 4.57874 -0.1 -0.1 0.1 0.51
H -1.14405 1.10321 2.05796 0.1 -0.2 0.0 0.54
H -2.72563 -3.24029 -0.93926 0.0 0.0 0.1 0.52
C 3.26293 1.28999 0.57969 -0.2 0.1 0.1 -1.14
Si 2.72107 -0.21256 -0.41804 0.4 0.0 0.4 1.25
C 3.57525 -0.20857 -2.08259 -0.3 0.1 -0.3 -1.15
C 3.27583 -1.74579 0.50545 -0.3 -0.2 0.0 -1.14
H 4.35246 1.30145 0.69897 0.0 0.0 0.0 0.22
H 2.79821 1.25473 1.56888 0.0 0.0 -0.1 0.24
H 2.95446 2.22325 0.10014 0.0 0.0 0.0 0.24
H 4.64925 -0.38411 -1.96225 0.0 0.0 0.1 0.22
H 3.42644 0.74069 -2.60552 0.0 -0.1 0.0 0.24
H 3.15457 -0.99727 -2.71173 0.1 0.0 0.0 0.27
H 4.36262 -1.74567 0.64179 0.0 0.0 -0.1 0.22
H 2.99038 -2.64553 -0.04812 0.1 0.0 0.0 0.24
H 2.79018 -1.78460 1.48230 0.1 0.0 -0.1 0.25
C -2.89556 2.47940 0.68848 0.0 -0.1 0.0 -0.66
C -1.43255 2.67528 0.28892 0.2 0.3 -0.2 0.10
O -0.58294 1.70560 0.78595 -0.1 -0.3 -0.6 -0.91
C -0.94297 4.03646 0.84140 0.0 0.0 0.1 0.96
F 0.31080 4.32517 0.47066 0.0 0.0 0.0 -0.32
F -0.96774 4.01285 2.18700 0.1 0.0 0.0 -0.33
F -1.71794 5.07579 0.46601 0.0 0.0 0.0 -0.33
C -1.33643 2.71006 -1.25908 0.3 -0.3 0.0 0.95
F -0.05702 2.57274 -1.66528 -0.1 0.1 0.0 -0.32
F -2.01406 1.67717 -1.78604 0.0 0.0 0.0 -0.32
F -1.81022 3.82933 -1.82260 -0.1 0.0 0.0 -0.32
H -2.97778 2.56605 1.77206 0.0 0.0 0.0 0.23
H -3.18289 1.47161 0.39627 0.0 0.0 0.0 0.27
H -3.54608 3.21269 0.21020 0.0 0.0 0.0 0.22
F 0.11903 -0.97350 -6.02186 0.0 -0.1 -0.1 -0.32
C 0.30341 -0.25514 -4.91144 0.1 0.2 0.1 0.69
F -0.56231 0.76436 -4.92726 0.0 0.0 0.0 -0.32
F 1.54256 0.25479 -4.94991 -0.1 0.0 0.0 -0.32
S 0.08270 -1.29532 -3.41199 -0.1 -0.4 0.0 2.37
O 1.15159 -2.25107 -3.49184 0.0 0.1 0.0 -0.95
O -1.26327 -1.79005 -3.49715 0.0 0.1 0.0 -0.96
O 0.27862 -0.25905 -2.37149 -0.2 0.3 0.3 -1.07
```
Positions in Å, forces in eV/Å.

Kohn-Sham gap (alpha / beta)	0.267 / 0.305	Ha
net charge	-1
multiplicity	6
⟨S²⟩	8.7579
HOMO level (alpha / beta)	-4.65 / -6.58	eV
lowest unoccupied orbital energy (alpha / beta)	2.608 / 1.723	eV